(1)
ORCA calculation (the ωB97M-V functional and the def2-TZVPD basis) on an isolated ion of composition C5H7N2 and charge +1 at a distorted geometry.

CARTESIAN COORDINATES (ANGSTROEM)
1 C 2.66321 -1.08719 0.04570
2 C 1.95610 -0.13724 0.12061
3 C -1.43961 -0.73406 0.76966
4 C -1.44862 0.42739 -0.24303
5 C 0.90905 0.77732 0.23017
6 N -0.55215 -1.13355 1.50791
7 N -0.10325 0.68604 -0.77796
8 H 3.49356 -1.87383 -0.08411
9 H -2.47267 -1.15746 0.83096
10 H -2.26216 0.27030 -1.01309
11 H -1.70698 1.21610 0.38418
12 H 0.93989 1.44615 1.01616
13 H 0.18935 -0.12037 -1.35325
14 H -0.16572 1.42040 -1.43391

Computed properties:
energy above the lowest of the compared OMol25 structures with the same formula, charge and spin	165.6	kcal per mole
gap between HOMO and LUMO (spin up / spin down)	8.6 / 8.3	eV
net charge	+1


(2)
ORCA calculation (the ωB97M-V functional and the def2-TZVPD basis) on one molecule with the formula C4H8OS2 at a distorted geometry.

CARTESIAN COORDINATES (ANGSTROEM)
1 C 0.31313 -0.80754 -0.03757
2 C -0.90352 -1.28122 -0.74418
3 C 0.45314 0.59079 -0.34903
4 C 1.46903 1.32263 0.56339
5 O -2.51693 -0.61430 1.47884
6 S -1.30627 1.45268 -0.26583
7 S -2.38442 -0.31347 0.05774
8 H 0.19365 -0.86817 1.03681
9 H 1.33000 -1.41066 -0.26845
10 H -0.98924 -1.09299 -1.87963
11 H -1.17015 -2.22602 -0.55490
12 H 0.61255 0.74604 -1.42398
13 H 1.94422 0.51255 1.07247
14 H 0.90397 1.91207 1.30111
15 H 2.05083 2.07760 0.01324

Computed properties:
energy above the lowest of the compared OMol25 structures with the same formula, charge and spin	32.5	kcal per mole
gap between HOMO and LUMO	10.0	eV
net charge	0


(3)
ORCA calculation (the ωB97M-V functional and the def2-TZVPD basis) on C29H33CrN14O7PSSe as an isolated structure at a distorted geometry.

CARTESIAN COORDINATES (ANGSTROEM)
1 Cr 0.31212 -0.00214 -1.39005
2 N -3.01717 1.99607 1.31694
3 C -1.76910 1.91976 0.80995
4 S -0.48528 1.86413 1.90598
5 N -1.75635 2.01351 -0.52808
6 N -0.82923 1.63204 -1.39182
7 C -0.98725 2.24260 -2.54686
8 C -0.24791 2.06895 -3.75433
9 C -0.73422 2.64897 -4.93775
10 C -0.02846 2.58056 -6.11408
11 C 1.20772 1.93317 -6.11961
12 C 1.65819 1.36431 -4.95798
13 N 0.93796 1.41460 -3.82240
14 H -3.12443 2.15682 2.30231
15 H -3.78480 2.21151 0.70022
16 H -1.83267 2.91668 -2.60087
17 H -1.69136 3.14882 -4.88528
18 H -0.41712 3.03072 -7.01688
19 H 1.80866 1.86538 -7.01370
20 H 2.58912 0.82494 -4.88042
21 C 4.56949 0.96041 2.08165
22 N 3.54480 1.05519 1.05260
23 C 2.67684 0.13681 0.63427
24 N 1.80836 0.70460 -0.18551
25 C 2.21314 2.00596 -0.24136
26 N 3.25564 2.24676 0.50098
27 C 4.08709 1.59001 3.37537
28 C 4.83304 2.56515 4.02167
29 C 4.35203 3.16134 5.18053
30 C 3.11811 2.80693 5.69466
31 C 2.36791 1.82580 5.05037
32 C 2.86006 1.21616 3.90098
33 C 1.04676 1.45953 5.53236
34 N 0.33438 2.01447 6.46107
35 N -0.86491 1.35917 6.48691
36 C -0.81287 0.44152 5.57474
37 O 0.38029 0.44414 4.94093
38 C -1.84208 -0.49810 5.16298
39 C -3.07640 -0.54270 5.80878
40 C -4.04051 -1.43128 5.36710
41 C -3.79008 -2.26984 4.28744
42 C -2.56026 -2.22989 3.64603
43 C -2.25772 -3.11273 2.45061
44 N -1.93958 -2.30973 1.27671
45 C -0.77667 -1.79253 0.89374
46 N -0.97237 -1.00320 -0.15031
47 C -2.31792 -1.07597 -0.37020
48 N -2.92757 -1.85482 0.48180
49 C -1.59084 -1.34347 4.08871
50 H 5.45298 1.48196 1.71956
51 H 4.81131 -0.09259 2.22604
52 H 2.70645 -0.90599 0.90185
53 H 1.71964 2.76623 -0.81878
54 H 5.79116 2.86875 3.61784
55 H 4.94273 3.91958 5.67625
56 H 2.71915 3.27693 6.58284
57 H 2.25387 0.46706 3.40606
58 H -3.25386 0.11919 6.64532
59 H -5.00113 -1.47016 5.86247
60 H -4.55825 -2.95221 3.94483
61 H -3.12479 -3.71690 2.19554
62 H -1.41115 -3.76614 2.66145
63 H 0.17469 -1.99216 1.35532
64 H -2.82501 -0.55919 -1.16569
65 H -0.63095 -1.28465 3.59345
66 O 1.39297 -1.79192 -1.39769
67 Se 2.41278 -1.84844 -3.04476
68 O 2.75023 -3.40405 -3.14202
69 O 1.45118 0.83716 -2.75450
70 O 1.14689 -1.58303 -4.08133
71 N -1.96583 -0.68160 -6.31054
72 C -0.75307 -1.28081 -5.76342
73 P -1.01507 -1.72093 -3.97793
74 O -2.62648 -1.89942 -4.06466
75 O -0.91491 -0.67743 -2.86525
76 C -0.66769 -3.49097 -3.53686
77 N -0.62411 -3.62785 -2.07580
78 H -2.05017 -0.84878 -7.30405
79 H -1.97961 0.31851 -6.15988
80 H -2.96886 -1.50410 -4.89195
81 H 0.14825 -0.68972 -5.88945
82 H -0.57665 -2.25334 -6.22901
83 H 0.29383 -3.79810 -3.93783
84 H -1.47087 -4.07827 -3.98684
85 H -0.43147 -4.59351 -1.83312
86 H -1.52625 -3.37806 -1.68403
87 H 0.72144 -2.52613 -1.55435

Computed properties:
energy above the lowest of the compared OMol25 structures with the same formula, charge and spin	26.0	kcal per mole
gap between HOMO and LUMO (spin up / spin down)	6.3 / 6.2	eV
spin multiplicity	4
net charge	+1


(4)
ORCA calculation (the ωB97M-V functional and the def2-TZVPD basis) on a 2-piece molecular cluster, C4H12 overall at a distorted geometry.

CARTESIAN COORDINATES (ANGSTROEM)
1 C -1.80900 1.16366 1.19841
2 C -0.85043 2.02685 0.38826
3 H -2.35897 1.65798 1.99511
4 H -2.53437 0.61539 0.59038
5 H -1.29109 0.31191 1.65943
6 H -0.41285 1.45560 -0.42209
7 H -0.16413 2.55221 1.04281
8 H -1.46531 2.77776 -0.12154
9 C 1.46795 -2.19248 -1.21964
10 C 1.29421 -0.93866 -0.37276
11 H 0.75346 -2.24176 -2.03596
12 H 2.44630 -2.27687 -1.70288
13 H 1.35825 -3.06660 -0.58005
14 H 1.90829 -0.94494 0.52251
15 H 0.25578 -0.90151 -0.03292
16 H 1.40191 0.00144 -0.90906

Computed properties:
energy above the lowest of the compared OMol25 structures with the same formula, charge and spin	4.2	kcal per mole
gap between HOMO and LUMO	12.7	eV
net charge	0


(5)
ORCA calculation (the ωB97M-V functional and the def2-TZVPD basis) on a 2-piece molecular cluster, C17H37INO4P overall.

CARTESIAN COORDINATES (ANGSTROEM)
1 C -0.05309 4.62284 -3.18424
2 C -0.92730 4.35680 -1.96459
3 O -0.24680 3.62487 -0.94635
4 C -0.42303 2.23780 -1.03353
5 C 0.10508 1.58946 0.24058
6 O 1.31267 0.85159 0.21008
7 C 2.43709 1.35124 -0.51628
8 C 2.90281 2.77894 -0.21940
9 O 3.11446 3.42367 -1.44484
10 C 4.31625 4.23132 -1.46884
11 C 4.44324 4.99175 -2.75978
12 P 5.30484 4.07821 -3.95654
13 O 4.14939 2.96226 -4.45699
14 I 5.33513 5.74981 -5.90567
15 H -0.64930 4.58109 -4.09762
16 H 0.45068 5.58300 -3.12227
17 H 0.71736 3.85633 -3.25874
18 H -1.23325 5.28810 -1.48584
19 H -1.83507 3.81191 -2.25130
20 H -1.50108 2.01844 -1.10259
21 H 0.04938 1.81234 -1.93005
22 H -0.63358 0.85333 0.57344
23 H 0.14358 2.37394 1.00323
24 H 3.22526 0.64463 -0.25421
25 H 2.28692 1.28139 -1.59669
26 H 2.17147 3.31585 0.40079
27 H 3.84536 2.74685 0.34029
28 H 5.16048 3.54055 -1.25858
29 H 4.26502 4.94620 -0.63765
30 H 4.96473 5.94292 -2.63734
31 H 4.44778 2.57200 -5.28692
32 C -0.05726 -2.11234 -0.18453
33 C -1.53652 -2.36952 -0.45906
34 C -2.44533 -1.77254 0.61787
35 C -2.30079 -2.30009 2.03698
36 N -2.65209 -3.76246 2.26852
37 C -1.45342 -4.64455 1.98170
38 C -0.66116 -4.64198 3.27084
39 C -1.74936 -4.74597 4.34027
40 C -2.94818 -3.99376 3.75309
41 C -3.82709 -4.17246 1.45005
42 H 0.26924 -2.51837 0.77784
43 H 0.56678 -2.56370 -0.95513
44 H 0.16013 -1.04502 -0.16486
45 H -1.71692 -3.44075 -0.59592
46 H -1.81197 -1.90875 -1.40886
47 H -3.49180 -1.80689 0.30687
48 H -2.20566 -0.70938 0.70241
49 H -2.95314 -1.72710 2.69330
50 H -1.28016 -2.17228 2.39434
51 H -1.83567 -5.63910 1.75187
52 H -0.91949 -4.25255 1.12335
53 H -0.09237 -3.71707 3.37451
54 H 0.04805 -5.46556 3.30653
55 H -1.43905 -4.32415 5.29322
56 H -2.01276 -5.78872 4.51454
57 H -3.11486 -3.02753 4.21828
58 H -3.86635 -4.57058 3.81915
59 H -3.57709 -4.11290 0.39588
60 H -4.66343 -3.51545 1.67716
61 H -4.07874 -5.19793 1.70825

Computed properties:
gap between HOMO and LUMO	2.7	eV
net charge	0


(6)
ORCA calculation (the ωB97M-V functional and the def2-TZVPD basis) on a 2-piece molecular cluster, C6H12Cl2N2OP overall at a distorted geometry.

CARTESIAN COORDINATES (ANGSTROEM)
1 C 1.82993 -2.94084 -0.36572
2 C 0.75972 -1.88830 -0.62384
3 N 1.07843 -0.59246 -0.49022
4 C -0.08750 0.11988 -0.77826
5 C -1.09729 -0.73085 -1.07135
6 N -0.51701 -2.01983 -0.95356
7 P -1.36910 -3.55460 -1.18014
8 O -2.23367 -3.71572 -0.00661
9 H 2.30981 -2.74877 0.61256
10 H 2.62899 -2.85963 -1.12160
11 H 1.39504 -3.94563 -0.29852
12 H 1.98878 -0.24052 -0.22569
13 H -0.14314 1.22892 -0.74244
14 H -2.13126 -0.51322 -1.33216
15 H -2.12562 -3.49075 -2.37781
16 H -0.42305 -4.59035 -1.33681
17 Cl 0.69275 5.83768 0.90705
18 C -0.30108 4.73711 1.88870
19 C -0.18636 3.30638 1.42446
20 Cl -0.94035 3.05982 -0.18010
21 H -1.33078 5.08707 1.85404
22 H 0.05338 4.81733 2.91563
23 H -0.70389 2.64757 2.12124
24 H 0.85327 2.98972 1.36117

Computed properties:
gap between HOMO and LUMO	9.9	eV
net charge	+1